[1]
Molecular formula: C18H26N10PtS2
Method: DFT, wB97M-V/def2-TZVPD

The energy relative to the best compared isomer or geometry (same formula, charge and spin) is 0.0 kcal per mole. The value obtained for the frontier orbital gap is 7.58 eV. The HOMO energy is -0.478 hartree.

ORCA input file:
```
! wB97M-V def2-TZVPD RIJCOSX def2/J DEFGRID3
* xyz 2 1
Pt 0.111 -0.330 -0.570
C 5.654 -0.634 -2.007
C 4.860 -0.480 -0.764
N 5.322 -0.492 0.441
N 4.218 -0.326 1.234
C 3.083 -0.216 0.557
S 1.517 0.008 1.206
N 3.480 -0.306 -0.737
N 2.608 -0.194 -1.816
H 6.707 -0.537 -1.757
H 5.389 0.125 -2.744
H 5.495 -1.619 -2.450
H 4.324 -0.299 2.236
H 2.760 -0.958 -2.464
H 2.757 0.693 -2.287
N -2.580 -0.890 -3.727
C -3.141 0.315 -3.372
C -2.351 0.821 -2.389
N -1.319 -0.058 -2.145
C -1.490 -1.075 -2.969
C -0.563 -2.200 -2.907
N 0.299 -2.220 -1.925
C 1.063 -3.352 -2.098
C 0.637 -4.013 -3.211
N -0.401 -3.264 -3.717
H -2.941 -1.510 -4.434
H -4.032 0.699 -3.837
H -2.446 1.756 -1.867
H 1.842 -3.629 -1.406
H 0.962 -4.930 -3.673
H -0.920 -3.482 -4.552
S -1.353 2.063 0.561
C -0.924 2.925 2.025
N -1.080 2.409 3.247
C -0.733 3.054 4.385
C -0.219 4.314 4.322
C -0.073 4.914 3.064
C -0.412 4.227 1.926
H -1.530 1.505 3.322
H -0.893 2.515 5.308
H 0.059 4.828 5.230
H 0.315 5.922 2.988
H -0.292 4.668 0.946
C -3.499 0.209 1.617
C -2.149 -0.482 1.453
C -2.365 -1.751 0.624
C -1.550 -0.923 2.791
N -1.203 0.424 0.715
H -4.227 -0.502 2.009
H -3.857 0.573 0.653
H -3.477 1.062 2.303
H -2.980 -2.457 1.184
H -1.416 -2.235 0.403
H -2.872 -1.515 -0.315
H -2.259 -1.551 3.333
H -1.271 -0.096 3.444
H -0.644 -1.505 2.616
*
```

Atomic partial charges in e from the Löwdin method, atoms 1 to 4: 0.811 0.015 -0.305 0.159

***

[2]
Molecular formula: C18H26N2O5
Method: DFT, wB97M-V/def2-TZVPD

The energy relative to the best compared isomer or geometry (same formula, charge and spin) is 45.6 kcal per mole. As for the structure (SMILES): CCCOC(=O)C[C@H]1C(=O)NCCN1Cc1cc(OC)cc(OC)c1. The value obtained for the frontier orbital gap is 9.07 eV. The HOMO energy is -0.309 hartree.

ORCA input file:
```
! wB97M-V def2-TZVPD RIJCOSX def2/J DEFGRID3
* xyz 0 1
C 0.125 1.060 -5.928
C 0.391 0.623 -4.494
C 1.328 -0.582 -4.450
O 1.584 -1.005 -3.114
C 0.669 -1.786 -2.544
O -0.330 -2.173 -3.094
C 1.050 -2.153 -1.127
C 1.178 -0.892 -0.254
C 2.650 -0.495 -0.117
O 3.565 -1.256 -0.350
N 2.845 0.729 0.415
C 1.766 1.677 0.540
C 0.871 1.491 -0.691
N 0.311 0.163 -0.762
C -1.083 0.020 -0.361
C -1.318 0.097 1.129
C -1.337 -1.075 1.883
C -1.470 -1.011 3.262
O -1.497 -2.090 4.093
C -1.390 -3.376 3.531
C -1.586 0.227 3.897
C -1.582 1.391 3.148
O -1.698 2.646 3.664
C -1.870 2.786 5.054
C -1.446 1.319 1.760
H -0.539 1.920 -5.943
H 1.054 1.333 -6.424
H -0.342 0.255 -6.490
H 0.839 1.443 -3.929
H -0.546 0.348 -4.006
H 2.307 -0.334 -4.868
H 0.887 -1.414 -5.010
H 0.295 -2.837 -0.742
H 2.024 -2.648 -1.139
H 0.897 -1.151 0.784
H 3.800 1.027 0.540
H 1.189 1.489 1.454
H 2.170 2.689 0.582
H 1.499 1.638 -1.581
H 0.070 2.229 -0.707
H -1.428 -0.943 -0.744
H -1.646 0.805 -0.871
H -1.272 -2.024 1.375
H -1.438 -4.068 4.370
H -2.216 -3.584 2.843
H -0.438 -3.509 3.007
H -1.687 0.227 4.969
H -1.957 3.856 5.234
H -2.780 2.285 5.397
H -1.010 2.395 5.607
H -1.456 2.242 1.201
*
```

Atomic partial charges in e from the Löwdin method, atoms 1 to 4: -0.104 -0.231 -0.172 0.011

***

[3]
Molecular formula: C18H26N3O2PdSTe
Method: DFT, wB97M-V/def2-TZVPD

The energy relative to the best compared isomer or geometry (same formula, charge and spin) is 5.9 kcal per mole. The value obtained for the frontier orbital gap is 6.63 eV. The HOMO energy is -0.153 hartree.

ORCA input file:
```
! wB97M-V def2-TZVPD RIJCOSX def2/J DEFGRID3
* xyz -1 1
Pd -0.307 -0.184 0.109
O 1.166 -1.379 3.448
C 0.201 -1.164 2.735
O -0.012 -0.030 2.126
C -0.859 -2.237 2.573
C -1.703 -2.484 3.648
C -2.677 -3.469 3.583
C -2.796 -4.226 2.427
C -1.961 -3.987 1.349
C -0.986 -2.987 1.394
S 0.033 -2.671 -0.008
H -1.582 -1.894 4.549
H -3.334 -3.642 4.426
H -3.552 -5.001 2.359
H -2.064 -4.565 0.439
N 0.940 -0.391 -2.528
N -0.379 -0.337 -1.951
H 0.970 -1.146 -3.206
H 1.573 -0.636 -1.768
H -0.850 -1.243 -1.996
H -0.920 0.366 -2.442
C -5.332 1.050 0.794
N -4.218 0.185 1.102
C -3.874 -0.643 -0.035
C -3.072 0.881 1.701
C -2.388 1.888 0.794
C -2.947 3.165 0.715
C -2.475 4.124 -0.168
C -1.418 3.801 -1.002
C -0.836 2.542 -0.912
C -1.283 1.565 -0.015
H -6.203 0.438 0.543
H -5.141 1.727 -0.056
H -5.583 1.659 1.664
H -4.677 -1.362 -0.218
H -2.961 -1.200 0.171
H -3.719 -0.055 -0.958
H -2.358 0.133 2.039
H -3.452 1.401 2.586
H -3.776 3.410 1.371
H -2.928 5.108 -0.203
H -1.027 4.531 -1.703
H 0.020 2.331 -1.548
C 4.724 0.594 -0.420
Te 3.058 0.190 0.881
C 2.301 2.159 0.577
H 4.359 0.885 -1.403
H 5.326 -0.308 -0.516
H 5.341 1.389 -0.007
H 3.020 2.887 0.947
H 1.364 2.241 1.123
H 2.118 2.310 -0.484
*
```

Atomic partial charges in e from the Löwdin method, atoms 1 to 4: 0.709 0.022 -0.679 -0.234

***

[4]
Molecular formula: C18H26N3O8P2Sn
Method: DFT, wB97M-V/def2-TZVPD

The energy relative to the best compared isomer or geometry (same formula, charge and spin) is 0.0 kcal per mole. The value obtained for the frontier orbital gap (spin up / spin down) is 4.00 / 5.12 eV. The HOMO energy (spin up / spin down) is -0.623 / -0.623 hartree.

ORCA input file:
```
! wB97M-V def2-TZVPD RIJCOSX def2/J DEFGRID3
* xyz 3 1
Sn -0.316 -0.269 0.191
P -0.981 1.974 -0.766
C -0.574 1.588 -2.436
C 0.509 0.725 -2.718
N 1.045 -0.057 -1.704
C 2.090 -0.869 -1.932
C 2.729 -0.893 -3.173
C 2.203 -0.143 -4.230
C 1.079 0.632 -4.019
C 2.581 -1.776 -0.811
P 1.268 -2.294 0.355
H 0.610 1.221 -4.805
H 3.608 -1.521 -3.286
H 2.677 -0.176 -5.207
H 3.028 -2.686 -1.240
H 3.364 -1.268 -0.221
H -4.168 -1.370 -4.273
H -1.066 2.073 -3.276
H -1.767 -3.574 -0.029
O -4.208 -0.862 -3.448
H -4.494 0.024 -3.740
H -1.514 -1.844 0.068
O -2.332 -2.771 -0.079
H -2.624 -2.677 -1.007
C 0.693 -3.880 -0.317
H 1.581 -4.519 -0.436
H 0.014 -4.397 0.383
H 0.244 -3.768 -1.318
C 2.098 -2.621 1.928
H 1.341 -2.693 2.725
H 2.662 -3.566 1.874
H 2.786 -1.796 2.168
C 0.152 3.247 -0.130
H -0.021 4.172 -0.698
H -0.027 3.417 0.940
H 1.193 2.930 -0.273
C -2.677 2.563 -0.543
H -2.851 2.744 0.529
H -2.816 3.502 -1.101
H -3.395 1.813 -0.905
O 0.827 0.750 1.789
C -0.032 0.625 2.773
O -1.040 -0.134 2.679
C 0.175 1.470 3.991
C -0.888 1.635 4.892
C -0.741 2.481 6.014
C 0.471 3.135 6.267
C 1.532 2.950 5.372
C 1.388 2.139 4.224
N 2.797 3.589 5.627
O 2.915 4.299 6.649
O 3.732 3.407 4.818
N -1.866 2.696 6.886
O -2.938 2.110 6.628
O -1.731 3.462 7.865
H -1.832 1.124 4.723
H 0.586 3.774 7.139
H 2.214 2.028 3.529
*
```

Atomic partial charges in e from the Löwdin method, atoms 1 to 4: 1.192 0.823 -0.139 -0.309

***

[5]
Molecular formula: C18H26N4O6S
Method: DFT, wB97M-V/def2-TZVPD

The energy relative to the best compared isomer or geometry (same formula, charge and spin) is 19.8 kcal per mole. As for the structure (SMILES): CN(CCCNC(=O)c1cnc(C2OCCO2)s1)C(=O)CCN1CCOCC1=O. The value obtained for the frontier orbital gap is 8.82 eV. The HOMO energy is -0.334 hartree.

ORCA input file:
```
! wB97M-V def2-TZVPD RIJCOSX def2/J DEFGRID3
* xyz 0 1
C -2.934 1.825 -2.428
N -2.388 0.479 -2.481
C -0.947 0.358 -2.338
C -0.488 0.337 -0.884
C 1.028 0.288 -0.774
N 1.474 0.249 0.632
C 1.711 1.495 1.215
O 0.812 2.264 1.475
C 3.102 1.790 1.617
C 4.273 1.182 1.262
N 5.407 1.719 1.789
C 5.109 2.742 2.542
C 6.160 3.541 3.293
O 6.789 2.746 4.258
C 7.894 2.111 3.607
C 8.159 2.981 2.370
O 7.157 4.001 2.429
S 3.445 3.122 2.642
C -3.237 -0.583 -2.584
O -4.443 -0.446 -2.700
C -2.610 -1.971 -2.597
C -3.634 -3.081 -2.439
N -4.380 -3.025 -1.185
C -3.810 -2.439 0.018
C -4.917 -2.061 0.975
O -5.684 -3.206 1.287
C -6.365 -3.663 0.137
C -5.546 -3.719 -1.145
O -5.982 -4.339 -2.099
H -4.010 1.765 -2.558
H -2.712 2.298 -1.469
H -2.504 2.435 -3.225
H -0.596 -0.530 -2.863
H -0.499 1.213 -2.852
H -0.848 1.225 -0.362
H -0.910 -0.528 -0.366
H 1.416 -0.606 -1.267
H 1.461 1.153 -1.288
H 2.283 -0.349 0.729
H 4.357 0.334 0.596
H 5.701 4.397 3.790
H 8.721 2.101 4.314
H 7.630 1.091 3.328
H 9.127 3.477 2.391
H 8.053 2.407 1.449
H -2.126 -2.114 -3.569
H -1.817 -2.055 -1.854
H -4.368 -3.033 -3.240
H -3.122 -4.045 -2.527
H -3.121 -3.137 0.507
H -3.258 -1.534 -0.239
H -4.510 -1.681 1.910
H -5.549 -1.292 0.512
H -6.727 -4.667 0.341
H -7.229 -3.023 -0.084
*
```

Atomic partial charges in e from the Löwdin method, atoms 1 to 4: -0.024 -0.105 -0.176 -0.164

***

Repeat the first record exactly.
Molecular formula: C18H26N10PtS2
Method: DFT, wB97M-V/def2-TZVPD

The energy relative to the best compared isomer or geometry (same formula, charge and spin) is 0.0 kcal per mole. The value obtained for the frontier orbital gap is 7.58 eV. The HOMO energy is -0.478 hartree.

ORCA input file:
```
! wB97M-V def2-TZVPD RIJCOSX def2/J DEFGRID3
* xyz 2 1
Pt 0.111 -0.330 -0.570
C 5.654 -0.634 -2.007
C 4.860 -0.480 -0.764
N 5.322 -0.492 0.441
N 4.218 -0.326 1.234
C 3.083 -0.216 0.557
S 1.517 0.008 1.206
N 3.480 -0.306 -0.737
N 2.608 -0.194 -1.816
H 6.707 -0.537 -1.757
H 5.389 0.125 -2.744
H 5.495 -1.619 -2.450
H 4.324 -0.299 2.236
H 2.760 -0.958 -2.464
H 2.757 0.693 -2.287
N -2.580 -0.890 -3.727
C -3.141 0.315 -3.372
C -2.351 0.821 -2.389
N -1.319 -0.058 -2.145
C -1.490 -1.075 -2.969
C -0.563 -2.200 -2.907
N 0.299 -2.220 -1.925
C 1.063 -3.352 -2.098
C 0.637 -4.013 -3.211
N -0.401 -3.264 -3.717
H -2.941 -1.510 -4.434
H -4.032 0.699 -3.837
H -2.446 1.756 -1.867
H 1.842 -3.629 -1.406
H 0.962 -4.930 -3.673
H -0.920 -3.482 -4.552
S -1.353 2.063 0.561
C -0.924 2.925 2.025
N -1.080 2.409 3.247
C -0.733 3.054 4.385
C -0.219 4.314 4.322
C -0.073 4.914 3.064
C -0.412 4.227 1.926
H -1.530 1.505 3.322
H -0.893 2.515 5.308
H 0.059 4.828 5.230
H 0.315 5.922 2.988
H -0.292 4.668 0.946
C -3.499 0.209 1.617
C -2.149 -0.482 1.453
C -2.365 -1.751 0.624
C -1.550 -0.923 2.791
N -1.203 0.424 0.715
H -4.227 -0.502 2.009
H -3.857 0.573 0.653
H -3.477 1.062 2.303
H -2.980 -2.457 1.184
H -1.416 -2.235 0.403
H -2.872 -1.515 -0.315
H -2.259 -1.551 3.333
H -1.271 -0.096 3.444
H -0.644 -1.505 2.616
*
```

Atomic partial charges in e from the Löwdin method, atoms 1 to 4: 0.811 0.015 -0.305 0.159